Formula: C24H43F3N2O5
Source: the OMol25 dataset
Level of theory: wB97M-V/def2-TZVPD

Positions of all 77 atoms, in Å:
1 F -0.610 0.779 -2.341
2 F -1.364 -0.537 -0.764
3 F -2.255 -0.607 -2.768
4 O -0.279 -5.631 -0.426
5 O 2.534 -1.098 -0.097
6 O 2.231 4.516 -0.798
7 O 4.102 0.034 1.066
8 O -0.246 -1.430 -2.498
9 N 2.128 5.307 0.215
10 N -1.457 -5.170 -0.180
11 C -2.735 -3.896 1.562
12 C 2.321 7.725 0.821
13 C -2.838 -7.232 -0.190
14 C 3.379 0.853 -1.117
15 C 1.261 4.706 1.273
16 C 1.549 3.215 1.346
17 C -2.022 -6.271 1.977
18 C 1.657 -0.647 -1.157
19 C -0.217 4.933 0.955
20 C 0.356 6.881 -0.517
21 C -3.757 -5.092 -1.161
22 C -2.494 -5.939 -0.931
23 C 2.645 7.008 -1.489
24 C -0.539 6.387 0.617
25 C -0.359 -4.413 1.884
26 C 1.590 5.279 2.667
27 C 3.414 -0.082 0.092
28 C 2.615 -0.006 -2.126
29 C 1.848 6.704 -0.228
30 C -1.651 -4.958 1.287
31 C 0.802 -1.797 -1.603
32 C -1.096 -0.470 -2.092
33 C -3.164 -7.010 1.284
34 C -1.968 -6.279 -2.319
35 H 1.253 2.701 0.433
36 H -2.767 -6.742 -2.897
37 H 4.360 1.174 -1.404
38 H 3.708 6.817 -1.339
39 H 1.100 0.166 -0.703
40 H -4.223 -4.721 -0.254
41 H 1.877 7.601 1.803
42 H 2.666 5.392 2.798
43 H -1.144 -6.925 2.002
44 H -3.678 -7.714 -0.693
45 H -3.750 -4.286 1.516
46 H 2.610 3.027 1.521
47 H 1.234 4.599 3.439
48 H -0.048 -3.498 1.377
49 H -4.102 -6.457 1.387
50 H 1.429 -2.474 -2.159
51 H 1.112 6.236 2.868
52 H 2.085 0.504 -2.920
53 H -2.283 -6.060 3.016
54 H -3.323 -7.974 1.772
55 H -3.531 -4.232 -1.794
56 H -0.522 -4.178 2.935
57 H 0.988 2.767 2.165
58 H 3.267 -0.730 -2.598
59 H 0.457 -5.129 1.829
60 H -1.992 -7.922 -0.266
61 H -2.651 -3.062 0.864
62 H -4.509 -5.693 -1.672
63 H -2.614 -3.497 2.568
64 H -0.815 4.599 1.805
65 H 0.429 -2.327 -0.739
66 H 2.520 8.060 -1.742
67 H 3.405 7.679 0.937
68 H 0.104 6.334 -1.431
69 H 2.312 6.419 -2.341
70 H -0.423 7.024 1.498
71 H -1.134 -6.977 -2.285
72 H 2.720 1.679 -0.886
73 H 2.063 8.731 0.490
74 H -1.586 6.468 0.318
75 H -0.503 4.304 0.105
76 H 0.159 7.935 -0.721
77 H -1.640 -5.382 -2.847

The calculation puts the HOMO energy (alpha / beta) at -8.40 / -9.41 eV. As for the net charge: 0. The expectation value of S² is 2.01. The spin multiplicity is 3.

=====

Formula: C24H43F9O12
Source: the OMol25 dataset
Level of theory: wB97M-V/def2-TZVPD

Positions of all 88 atoms, in Å:
1 F 2.517 -4.462 -5.921
2 F 0.440 -4.762 -6.697
3 F -2.456 2.673 -3.260
4 F 1.321 -2.691 -6.517
5 F -2.763 4.138 -4.806
6 F 2.313 0.743 1.514
7 F 0.949 1.866 2.825
8 F 0.759 -0.247 2.532
9 F -3.983 2.384 -4.626
10 O -0.415 2.255 0.583
11 O -0.215 0.089 -0.066
12 O -2.765 -2.871 0.774
13 O 4.139 -2.889 6.660
14 O -5.051 5.096 -3.245
15 O 5.291 0.238 5.017
16 O 1.577 -3.038 -3.661
17 O 5.148 3.363 4.306
18 O -0.236 -4.445 -4.100
19 O -4.303 3.754 -1.641
20 O -3.218 -2.306 -4.385
21 O -4.088 -1.478 -1.711
22 C 1.267 -3.896 -5.997
23 C -3.836 -1.069 -4.056
24 C 0.715 -3.811 -4.503
25 C -3.519 -0.638 -2.653
26 C 6.083 2.302 3.908
27 C -3.999 -3.454 -3.968
28 C 0.071 3.012 -1.587
29 C 1.244 -2.874 -2.267
30 C -4.349 4.157 -2.934
31 C 4.855 -3.976 6.075
32 C -4.055 -0.946 -0.330
33 C -1.096 2.651 -0.622
34 C 5.365 0.940 3.789
35 C 5.683 4.591 4.555
36 C 0.160 1.052 0.667
37 C -4.473 3.889 0.665
38 C 1.869 -1.629 -1.684
39 C -3.986 -2.117 0.616
40 C 4.629 -1.544 6.499
41 C -3.386 3.378 -3.919
42 C -4.906 4.552 -0.679
43 C 1.048 0.909 1.908
44 C 4.689 -1.061 5.046
45 C -2.027 -3.103 -0.431
46 H -3.244 -0.377 -4.655
47 H -1.601 3.598 -0.430
48 H 4.363 1.188 3.437
49 H 4.976 5.145 5.172
50 H -0.311 3.496 -2.486
51 H 5.961 5.180 3.681
52 H -4.657 5.605 -0.815
53 H -4.946 -0.352 -0.125
54 H 1.382 -3.843 -1.788
55 H -3.139 -0.378 -0.170
56 H -4.720 2.835 0.540
57 H -4.408 -1.851 1.585
58 H 4.567 -4.123 5.034
59 H 5.591 -1.429 6.997
60 H 3.658 -0.979 4.701
61 H 0.162 -2.751 -2.218
62 H -4.247 -3.430 -2.907
63 H 1.797 -1.541 -0.600
64 H -3.763 0.408 -2.470
65 H -4.899 -3.443 -4.583
66 H -1.779 -2.090 -0.749
67 H -3.277 -4.267 -4.039
68 H 4.568 -4.857 6.649
69 H 0.582 2.100 -1.896
70 H 5.868 0.331 3.038
71 H 0.805 3.691 -1.153
72 H 5.937 -3.858 6.142
73 H 6.865 2.300 4.667
74 H 5.275 -1.646 4.337
75 H 6.623 2.444 2.972
76 H -3.407 4.006 0.858
77 H -5.957 4.384 -0.914
78 H -5.026 4.157 1.566
79 H -4.736 -2.760 0.155
80 H -2.633 -3.476 -1.257
81 H 1.435 -0.718 -2.096
82 H -2.430 -0.625 -2.605
83 H -1.683 1.818 -1.009
84 H 2.922 -1.524 -1.944
85 H -4.881 -0.897 -4.314
86 H 6.556 4.486 5.199
87 H 4.030 -0.895 7.138
88 H -1.185 -3.786 -0.322

The calculation puts the HOMO energy at -9.50 eV. The value obtained for the energy above the lowest of the compared OMol25 structures with the same formula, charge and spin is 0.00 kcal per mole. As for the net charge: 0. As for the SMILES: CCOC(=O)C(F)(F)F.CCOC(=O)C(F)(F)F.CCOC(=O)C(F)(F)F.COCCOCCOC.COCCOCCOC. The spin multiplicity is 1.

=====

Formula: C24H43FIrP2
Source: the OMol25 dataset
Level of theory: wB97M-V/def2-TZVPD

Positions of all 71 atoms, in Å:
1 Ir -0.225 0.231 -0.215
2 P 3.210 5.656 -2.824
3 P 3.014 5.593 -5.744
4 F 2.450 -0.758 1.924
5 C -1.255 -1.373 1.124
6 C 4.207 6.916 -5.109
7 C -0.807 2.617 1.918
8 C -1.443 -1.424 2.606
9 C -0.480 -1.768 -1.041
10 C -0.202 -1.981 0.364
11 C 0.329 1.749 -1.404
12 C 3.874 7.222 -3.656
13 C -3.427 -0.019 0.559
14 C -1.724 -1.032 -1.140
15 C -2.177 -0.756 0.207
16 C 0.919 -2.816 0.884
17 C -2.488 -0.727 -2.387
18 C -0.939 3.178 0.467
19 C 0.215 1.556 2.073
20 C 4.709 5.430 -1.773
21 C -0.869 2.170 -0.666
22 C 2.126 6.581 -1.648
23 C 2.077 2.052 0.354
24 C 1.770 6.821 -6.337
25 C 3.893 5.521 -7.368
26 C 1.689 2.310 -1.112
27 C 0.318 -2.304 -2.180
28 C 1.060 1.152 1.050
29 H -4.309 -0.675 0.466
30 H -1.926 -0.507 2.969
31 H 4.875 5.052 -7.243
32 H 4.949 6.383 -1.283
33 H -0.490 -1.550 3.130
34 H -1.801 -0.595 -3.224
35 H -1.937 3.638 0.374
36 H 5.232 6.529 -5.229
37 H 3.285 4.944 -8.070
38 H 1.120 6.314 -7.055
39 H 1.176 7.217 -5.510
40 H -3.566 0.829 -0.117
41 H -2.099 -2.267 2.866
42 H 0.730 -3.884 0.711
43 H 1.762 5.893 -0.870
44 H -0.213 3.984 0.308
45 H 4.023 6.541 -7.754
46 H -3.062 0.192 -2.249
47 H -3.193 -1.532 -2.634
48 H -3.378 0.349 1.587
49 H 3.069 1.577 0.383
50 H 2.696 7.409 -1.196
51 H -0.587 3.454 2.612
52 H 3.110 8.010 -3.571
53 H 2.291 7.640 -6.847
54 H 4.110 7.810 -5.742
55 H 0.250 1.038 3.042
56 H 5.549 5.129 -2.412
57 H 1.270 6.985 -2.208
58 H 2.412 1.793 -1.760
59 H 2.176 3.005 0.903
60 H 1.374 -2.312 -1.904
61 H 0.086 1.567 -2.455
62 H 1.040 -2.650 1.956
63 H 4.520 4.651 -1.023
64 H 1.853 -2.551 0.384
65 H 0.180 -1.668 -3.055
66 H 1.728 3.375 -1.384
67 H -1.798 2.239 2.240
68 H -1.774 2.155 -1.298
69 H 1.891 0.025 1.591
70 H 0.007 -3.325 -2.428
71 H 4.770 7.555 -3.113

The calculation puts the HOMO energy (alpha / beta) at -7.55 / -9.94 eV. The value obtained for the energy above the lowest of the compared OMol25 structures with the same formula, charge and spin is 0.00 kcal per mole. As for the net charge: +1. The expectation value of S² is 6.02. The spin multiplicity is 5.

=====

Formula: C24H43IN4O2PS
Source: the OMol25 dataset
Level of theory: wB97M-V/def2-TZVPD

Positions of all 76 atoms, in Å:
1 I -5.777 -0.940 -0.924
2 S 0.273 -1.350 -5.165
3 P -3.599 1.743 -0.858
4 O -4.120 -3.066 -4.772
5 O -4.813 -3.274 -3.560
6 N 4.249 -1.196 3.131
7 N 0.282 -0.325 -3.922
8 N -1.333 -1.640 -5.361
9 N -0.464 1.048 -0.286
10 C -7.271 1.114 -3.851
11 C -3.769 -0.096 -3.108
12 C 3.928 -1.358 1.674
13 C -3.262 0.859 0.753
14 C -3.482 4.309 0.314
15 C -3.287 -0.849 -4.136
16 C -5.282 -0.123 -2.876
17 C -4.148 -1.690 -5.091
18 C 4.728 -3.541 4.179
19 C 3.480 -0.002 3.685
20 C -2.722 3.359 -0.674
21 C -0.460 1.425 -1.694
22 C 5.275 -4.331 2.990
23 C 3.983 1.330 3.159
24 C -5.918 1.292 -3.092
25 C 3.726 -2.439 3.868
26 C 0.683 1.580 0.461
27 C 5.471 1.503 3.416
28 C 5.732 -0.988 3.350
29 C -2.875 0.723 -2.242
30 C -1.870 -0.902 -4.395
31 C 6.237 0.340 2.807
32 C -0.998 -0.141 -3.557
33 C -1.524 0.669 -2.500
34 H 4.476 -4.888 2.498
35 H 2.891 -2.829 3.286
36 H 0.529 1.211 -2.147
37 H 1.367 2.201 -0.134
38 H 4.217 -4.253 4.831
39 H 2.429 -0.153 3.439
40 H 4.403 -2.264 1.308
41 H -8.071 0.739 -3.203
42 H -5.160 -1.292 -5.231
43 H -0.631 2.500 -1.857
44 H 7.298 0.430 3.043
45 H 3.439 2.135 3.655
46 H -2.608 1.453 1.408
47 H 5.900 -1.033 4.426
48 H -5.786 -0.782 -3.578
49 H 4.289 -0.498 1.119
50 H -7.085 0.441 -4.705
51 H 0.281 2.203 1.280
52 H -0.517 0.039 -0.228
53 H -1.710 3.253 -0.248
54 H -2.608 3.918 -1.616
55 H 3.598 -0.032 4.769
56 H -7.538 2.077 -4.312
57 H 6.019 -5.047 3.336
58 H 6.266 -1.801 2.865
59 H 5.662 1.545 4.493
60 H 5.758 -3.706 2.238
61 H 3.318 -2.084 4.814
62 H -6.044 1.839 -2.154
63 H 3.772 1.430 2.091
64 H -4.205 0.602 1.254
65 H 2.848 -1.432 1.569
66 H -2.737 -0.090 0.575
67 H -4.567 4.286 0.176
68 H -3.060 5.318 0.199
69 H 1.202 0.728 0.937
70 H -4.134 -3.111 -2.882
71 H 5.554 -3.155 4.778
72 H 5.822 2.445 2.995
73 H -3.652 -1.616 -6.071
74 H -3.183 3.995 1.327
75 H -5.284 1.873 -3.782
76 H 6.168 0.366 1.717

The calculation puts the HOMO energy at -9.37 eV. As for the net charge: +1. The spin multiplicity is 1.

=====

Formula: C24H44BErNP2
Source: the OMol25 dataset
Level of theory: wB97M-V/def2-TZVPD

Positions of all 73 atoms, in Å:
1 Er 0.198 -0.240 -0.305
2 P 0.580 -0.709 -3.094
3 P 1.350 1.332 2.795
4 N -0.049 -2.413 -0.034
5 C 1.118 0.823 4.488
6 C -2.596 0.506 1.076
7 C 1.629 1.651 -0.952
8 C 2.976 2.386 -0.606
9 C -2.037 2.336 -0.707
10 C 0.536 2.812 2.253
11 C 1.906 0.332 -1.770
12 C -2.583 -0.157 -1.141
13 C -2.767 -0.053 -2.612
14 C 2.924 1.315 1.853
15 C -3.062 -0.832 1.003
16 C -3.590 -1.618 2.143
17 C 3.537 -0.579 0.174
18 C 2.662 -0.125 1.384
19 C 0.520 0.488 -4.487
20 C -3.686 -2.493 -0.846
21 C 1.453 -2.138 -3.834
22 C 3.043 -0.604 -1.267
23 C -0.597 -3.356 0.423
24 C -3.076 -1.233 -0.353
25 C -2.233 0.929 -0.250
26 C -2.799 1.404 2.239
27 C 1.140 -0.116 1.698
28 C 3.415 2.381 0.876
29 B -1.344 -4.543 1.007
30 H -4.689 -2.649 -0.414
31 H -2.700 -1.040 -3.097
32 H 3.848 -1.603 0.426
33 H 0.858 3.608 2.941
34 H 0.468 1.548 4.998
35 H -2.013 0.604 -3.067
36 H 1.030 2.315 -1.597
37 H 2.769 -1.646 -1.514
38 H -3.697 -0.993 3.041
39 H -3.758 0.372 -2.867
40 H 3.785 2.006 -1.240
41 H -1.506 -5.359 0.114
42 H -2.421 0.929 3.158
43 H 0.583 1.529 -4.132
44 H -0.546 2.688 2.326
45 H 2.881 3.455 -0.902
46 H -1.696 2.979 0.114
47 H 1.334 0.260 -5.191
48 H -3.803 -2.459 -1.932
49 H 4.495 -0.036 0.230
50 H 2.070 0.742 5.032
51 H 0.792 -1.026 2.224
52 H -4.577 -2.048 1.912
53 H -2.302 2.377 2.104
54 H -3.062 -3.358 -0.580
55 H 3.918 -0.402 -1.916
56 H -3.872 1.631 2.403
57 H 2.265 0.714 -2.736
58 H 3.228 3.366 1.319
59 H -2.923 -2.456 2.387
60 H 4.513 2.268 0.865
61 H -2.435 -4.189 1.426
62 H 1.513 -2.004 -4.921
63 H -0.690 -4.987 1.932
64 H 0.787 3.124 1.231
65 H -2.985 2.766 -1.083
66 H 2.456 -2.270 -3.411
67 H 3.607 1.345 2.722
68 H 0.839 -3.029 -3.633
69 H 0.613 -0.157 4.500
70 H 1.054 1.587 0.029
71 H 3.145 -0.751 2.183
72 H -1.305 2.416 -1.528
73 H -0.441 0.343 -5.005

The calculation puts the HOMO energy (alpha / beta) at -9.14 / -9.15 eV. The value obtained for the energy above the lowest of the compared OMol25 structures with the same formula, charge and spin is 86.54 kcal per mole. As for the net charge: +1. The expectation value of S² is 3.75. The spin multiplicity is 4.

=====

Formula: C24H44BNP2Ti
Source: the OMol25 dataset
Level of theory: wB97M-V/def2-TZVPD

Positions of all 73 atoms, in Å:
1 Ti -0.201 -0.051 0.010
2 P -6.107 1.739 -1.207
3 P -6.672 2.727 1.520
4 N -0.390 -1.860 0.904
5 C 2.132 -0.580 -0.115
6 C 2.304 0.502 -2.465
7 C -2.288 2.083 -0.999
8 C -7.457 1.881 0.065
9 C -0.267 -2.959 1.309
10 C 1.866 -0.101 1.211
11 C 1.290 3.019 -0.807
12 C -6.796 3.030 -2.341
13 C 2.154 -0.817 2.479
14 C -1.612 -0.958 -1.488
15 C -6.898 0.315 -2.077
16 C -0.987 0.124 -2.110
17 C -2.022 0.544 1.058
18 C 1.173 2.163 2.266
19 C -7.576 4.336 1.361
20 C -1.590 1.499 -2.258
21 C -3.046 -0.480 0.644
22 C 1.455 1.639 -0.282
23 C 1.419 1.264 1.110
24 C 2.691 -1.911 -0.464
25 C 1.908 0.503 -1.033
26 C -2.970 -0.975 -0.837
27 C -1.682 1.692 0.316
28 C -7.878 2.073 2.755
29 B -0.082 -4.373 1.808
30 H 0.467 3.547 -0.312
31 H -1.213 -1.961 -1.711
32 H -7.730 0.991 2.875
33 H -8.656 4.162 1.238
34 H -1.776 0.549 2.130
35 H 0.756 1.606 3.113
36 H -6.371 0.140 -3.022
37 H -6.694 4.033 -1.908
38 H -7.193 4.927 0.519
39 H 1.847 -1.866 2.429
40 H -0.321 -4.354 3.005
41 H 3.228 -0.791 2.709
42 H -4.066 -0.098 0.816
43 H 3.353 0.820 -2.580
44 H 3.741 -1.996 -0.152
45 H 1.628 -0.338 3.308
46 H -8.908 2.271 2.426
47 H -7.782 0.871 0.372
48 H 2.132 -2.724 0.017
49 H -3.304 -2.029 -0.807
50 H -0.813 2.212 -2.583
51 H 1.058 -4.719 1.558
52 H -8.325 2.456 -0.322
53 H -2.943 -1.354 1.309
54 H -0.200 -0.099 -2.839
55 H 2.222 -0.504 -2.897
56 H 1.691 1.188 -3.060
57 H -1.252 2.530 0.871
58 H -3.370 1.855 -1.045
59 H 2.652 -2.057 -1.547
60 H 1.100 3.012 -1.886
61 H -6.221 2.984 -3.274
62 H -2.339 1.491 -3.070
63 H -7.956 0.543 -2.272
64 H -7.402 4.891 2.292
65 H -6.824 -0.579 -1.445
66 H 2.116 2.617 2.604
67 H -7.854 2.821 -2.556
68 H -3.720 -0.422 -1.429
69 H -2.216 3.186 -1.084
70 H -0.908 -5.041 1.205
71 H 0.487 2.978 2.017
72 H 2.205 3.608 -0.640
73 H -7.689 2.571 3.715

The calculation puts the HOMO energy (alpha / beta) at -13.05 / -13.05 eV. The value obtained for the energy above the lowest of the compared OMol25 structures with the same formula, charge and spin is 15.43 kcal per mole. As for the net charge: +2. The spin multiplicity is 1.

=====

no.,total energy (eV)
1,-46953.234
2,-74607.241
3,-49707.631
4,-63855.745
5,-73957.338
6,-69443.476